[1]
The following is a quantum chemistry calculation of a structure of composition C48H44AsBrF6N6OSn at a distorted geometry, from the OMol25 dataset.

## Properties
Frontier orbital gap = 0.291 Ha
HOMO level = -0.48807 Ha
Energy = -7882.1396 Eh
LUMO = -5.372 eV
Net charge = +2
ΔE to the lowest compared entry with this formula, charge and spin = 3.8 kcal per mole

Geometry (Å):
Sn (-0.101, -0.131, 0.062)
Br (1.388, 2.319, -0.897)
C (0.924, 3.200, 0.733)
C (1.486, 4.419, 0.946)
C (1.107, 5.172, 2.077)
C (0.171, 4.682, 2.934)
C (-0.400, 3.399, 2.741)
C (-1.367, 2.904, 3.647)
C (-1.940, 1.680, 3.483)
C (-1.536, 0.860, 2.408)
C (-0.600, 1.322, 1.521)
C (-0.009, 2.605, 1.624)
H (2.209, 4.818, 0.247)
H (1.556, 6.142, 2.240)
H (-0.160, 5.270, 3.781)
H (-1.639, 3.524, 4.493)
H (-2.674, 1.313, 4.188)
H (-1.948, -0.132, 2.324)
C (-0.317, -3.173, 2.979)
C (0.695, -2.612, 1.992)
O (0.310, -1.345, 1.556)
C (0.838, -3.600, 0.808)
F (1.007, -4.853, 1.203)
F (-0.293, -3.559, 0.056)
F (1.843, -3.298, -0.032)
C (2.063, -2.454, 2.701)
F (2.483, -3.607, 3.215)
F (3.020, -2.001, 1.872)
F (1.950, -1.563, 3.686)
H (-1.279, -3.297, 2.482)
H (-0.425, -2.467, 3.800)
H (0.007, -4.132, 3.376)
C (-3.479, -2.267, -2.194)
C (-2.340, -1.624, -1.758)
N (-2.101, -1.385, -0.463)
C (-2.994, -1.802, 0.438)
C (-4.173, -2.453, 0.092)
C (-4.415, -2.675, -1.259)
C (-5.152, -2.811, 1.144)
C (-4.980, -3.691, 2.127)
C (-3.832, -4.600, 2.344)
C (-3.021, -5.100, 1.331)
C (-1.987, -5.939, 1.711)
N (-1.764, -6.267, 2.979)
C (-2.618, -5.770, 3.869)
N (-3.639, -4.959, 3.616)
H (-3.637, -2.426, -3.252)
H (-1.603, -1.267, -2.462)
H (-2.775, -1.611, 1.478)
H (-5.319, -3.186, -1.569)
H (-6.087, -2.262, 1.101)
H (-5.743, -3.776, 2.891)
H (-3.202, -4.881, 0.289)
H (-1.311, -6.365, 0.979)
H (-2.469, -6.051, 4.905)
C (-1.954, 6.199, -1.128)
C (-1.524, 5.687, -2.344)
C (-1.469, 4.314, -2.543)
C (-1.868, 3.459, -1.523)
C (-2.287, 3.970, -0.298)
C (-2.337, 5.342, -0.104)
As (-1.885, 1.542, -1.747)
C (-3.775, 1.156, -1.836)
C (-4.686, 1.137, -0.792)
C (-6.018, 0.848, -1.062)
C (-6.421, 0.577, -2.364)
C (-5.503, 0.584, -3.406)
C (-4.167, 0.862, -3.147)
C (-3.074, 0.875, -4.146)
C (-3.192, 0.553, -5.494)
C (-2.073, 0.590, -6.316)
C (-0.828, 0.944, -5.808)
C (-0.695, 1.256, -4.461)
C (-1.818, 1.233, -3.644)
H (-1.995, 7.270, -0.978)
H (-1.232, 6.357, -3.142)
H (-1.131, 3.919, -3.493)
H (-2.587, 3.301, 0.503)
H (-2.676, 5.742, 0.843)
H (-4.370, 1.351, 0.223)
H (-6.743, 0.842, -0.258)
H (-7.462, 0.364, -2.571)
H (-5.836, 0.373, -4.414)
H (-4.151, 0.272, -5.909)
H (-2.174, 0.345, -7.365)
H (0.033, 0.979, -6.463)
H (0.274, 1.526, -4.054)
C (0.547, -2.079, -4.075)
N (1.808, -1.556, -3.562)
C (3.002, -2.135, -4.191)
C (1.877, -0.965, -2.359)
N (0.845, -1.059, -1.504)
N (3.011, -0.325, -2.035)
C (3.715, 0.528, -2.992)
C (3.467, -0.226, -0.649)
H (0.667, -2.272, -5.138)
H (-0.244, -1.343, -3.957)
H (0.269, -3.022, -3.591)
H (3.169, -1.694, -5.173)
H (2.846, -3.207, -4.314)
H (3.876, -1.983, -3.569)
H (0.247, -1.855, -1.703)
H (3.177, 0.568, -3.936)
H (4.730, 0.170, -3.170)
H (3.778, 1.536, -2.580)
H (3.042, -1.033, -0.061)
H (3.221, 0.731, -0.196)
H (4.551, -0.333, -0.643)

[2]
The following is a quantum chemistry calculation of a structure of composition C48H44BGeN5O4W at a distorted geometry, from the OMol25 dataset.

## Properties
Frontier orbital gap = 0.207 Ha
HOMO level = -0.47371 Ha
Energy = -4598.6249 Eh
LUMO = -7.263 eV
Net charge = +2
ΔE to the lowest compared entry with this formula, charge and spin = 0.0 kcal per mole

Geometry (Å):
W (0.847, 0.532, 0.379)
O (-1.566, -6.336, -0.223)
C (-1.004, -5.383, 0.181)
O (-0.166, -5.073, 1.156)
C (-0.678, -3.965, 0.120)
C (0.380, -3.455, -0.750)
C (0.662, -2.139, -0.763)
N (-0.071, -1.219, -0.036)
C (-1.168, -1.656, 0.666)
C (-1.523, -2.952, 0.746)
C (-1.844, -0.525, 1.310)
C (-3.106, -0.588, 1.881)
C (-3.648, 0.549, 2.448)
C (-2.919, 1.730, 2.420)
C (-1.675, 1.735, 1.830)
N (-1.125, 0.626, 1.295)
C (1.690, -1.488, -1.607)
C (2.454, -2.156, -2.551)
C (3.322, -1.439, -3.354)
C (3.403, -0.060, -3.217)
C (2.640, 0.554, -2.249)
N (1.822, -0.144, -1.441)
H (0.928, -4.155, -1.361)
H (-2.396, -3.266, 1.298)
H (-3.656, -1.517, 1.859)
H (-4.633, 0.519, 2.893)
H (-3.310, 2.647, 2.834)
H (-1.097, 2.641, 1.754)
H (2.347, -3.223, -2.674)
H (3.914, -1.949, -4.101)
H (4.043, 0.536, -3.849)
H (2.657, 1.623, -2.101)
C (-5.154, 4.971, -3.808)
C (-3.800, 5.688, -3.881)
C (-3.641, 6.288, -5.277)
C (-3.772, 6.832, -2.859)
C (-2.696, 4.684, -3.553)
C (-1.727, 4.310, -4.489)
C (-0.720, 3.387, -4.211)
C (-0.723, 2.852, -2.949)
O (0.164, 1.941, -2.378)
B (-0.277, 1.781, -1.080)
O (-1.422, 2.514, -0.829)
C (-1.676, 3.198, -2.015)
C (-2.671, 4.105, -2.277)
H (-5.958, 5.668, -4.042)
H (-5.343, 4.569, -2.812)
H (-5.202, 4.147, -4.520)
H (-4.433, 7.018, -5.445)
H (-3.726, 5.533, -6.060)
H (-2.688, 6.804, -5.395)
H (-4.544, 7.561, -3.099)
H (-2.810, 7.346, -2.871)
H (-3.958, 6.482, -1.845)
H (-1.749, 4.748, -5.475)
H (0.024, 3.119, -4.947)
H (-3.403, 4.358, -1.525)
C (2.258, -2.787, 4.970)
N (1.608, -1.494, 4.727)
C (1.247, -0.661, 5.871)
C (1.349, -1.125, 3.515)
N (1.126, -0.829, 2.413)
H (1.603, -3.413, 5.574)
H (3.201, -2.624, 5.493)
H (2.448, -3.280, 4.020)
H (0.565, -1.213, 6.517)
H (0.757, 0.245, 5.522)
H (2.145, -0.396, 6.428)
C (1.202, 1.896, 1.582)
Ge (2.792, 2.854, 0.708)
C (3.448, 3.900, 2.197)
C (3.350, 5.288, 2.172)
C (3.870, 6.037, 3.220)
C (4.474, 5.403, 4.293)
C (4.568, 4.018, 4.325)
C (4.057, 3.267, 3.279)
C (2.233, 3.977, -0.765)
C (3.026, 4.199, -1.890)
C (2.620, 5.093, -2.872)
C (1.420, 5.774, -2.738)
C (0.620, 5.562, -1.625)
C (1.027, 4.669, -0.646)
C (4.105, 1.466, 0.319)
C (5.319, 1.790, -0.291)
C (6.253, 0.806, -0.578)
C (5.997, -0.521, -0.259)
C (4.809, -0.863, 0.369)
C (3.887, 0.135, 0.663)
H (0.994, 2.322, 2.560)
H (2.884, 5.794, 1.336)
H (3.805, 7.116, 3.194)
H (4.880, 5.988, 5.105)
H (5.051, 3.528, 5.159)
H (4.160, 2.187, 3.298)
H (3.975, 3.689, -2.009)
H (3.246, 5.266, -3.737)
H (1.106, 6.470, -3.504)
H (-0.321, 6.085, -1.525)
H (0.389, 4.516, 0.219)
H (5.557, 2.819, -0.530)
H (7.191, 1.075, -1.045)
H (6.732, -1.282, -0.480)
H (4.611, -1.891, 0.644)
H (2.991, -0.184, 1.225)

[3]
The following is a quantum chemistry calculation of a structure of composition C48H45BrCl2N8O3Re at a distorted geometry, from the OMol25 dataset.

## Properties
Frontier orbital gap (spin up / spin down) = 0.181 / 0.139 Ha
HOMO level (spin up / spin down) = -0.42215 / -0.42211 Ha
Energy = -6092.1289 Eh
LUMO (spin up / spin down) = -6.560 / -7.716 eV
Multiplicity = 4
Net charge = +2
ΔE to the lowest compared entry with this formula, charge and spin = 23.6 kcal per mole

Geometry (Å):
Re (0.401, 0.168, 1.691)
N (-0.242, -3.829, 2.909)
C (-0.460, -2.549, 2.732)
N (0.504, -1.647, 2.708)
C (1.846, -2.055, 2.914)
N (2.779, -1.166, 2.929)
N (2.185, 0.064, 2.695)
C (2.651, 1.118, 3.247)
C (1.713, 2.247, 3.271)
C (2.018, 3.491, 3.776)
C (1.002, 4.430, 3.897)
C (-0.287, 4.089, 3.520)
C (-0.523, 2.832, 2.996)
N (0.453, 1.923, 2.864)
C (2.118, -3.467, 3.105)
C (3.415, -3.958, 3.276)
C (3.614, -5.312, 3.427)
C (2.527, -6.191, 3.406)
C (1.240, -5.722, 3.236)
C (1.050, -4.356, 3.089)
H (-1.023, -4.470, 2.851)
H (-1.478, -2.222, 2.565)
H (3.602, 1.114, 3.768)
H (3.033, 3.712, 4.077)
H (1.214, 5.413, 4.295)
H (-1.105, 4.789, 3.618)
H (-1.508, 2.529, 2.666)
H (4.243, -3.262, 3.276)
H (4.615, -5.699, 3.555)
H (2.693, -7.254, 3.518)
H (0.398, -6.402, 3.203)
C (-6.335, 2.965, -1.922)
C (-4.836, 3.234, -2.060)
C (-4.564, 4.714, -1.740)
C (-4.409, 2.936, -3.507)
C (-4.007, 2.375, -1.119)
C (-2.595, 2.484, -1.150)
C (-1.874, 1.716, -0.302)
Br (0.017, 1.833, -0.318)
C (-2.435, 0.788, 0.635)
O (-1.660, 0.129, 1.425)
C (-3.864, 0.679, 0.671)
C (-4.574, 1.486, -0.204)
C (-4.665, -0.268, 1.570)
C (-5.566, -1.144, 0.682)
C (-3.822, -1.218, 2.425)
C (-5.529, 0.583, 2.517)
H (-6.875, 3.589, -2.634)
H (-6.706, 3.213, -0.926)
H (-6.586, 1.925, -2.143)
H (-5.170, 5.343, -2.394)
H (-3.518, 4.982, -1.899)
H (-4.828, 4.948, -0.707)
H (-5.009, 3.536, -4.191)
H (-4.566, 1.884, -3.754)
H (-3.361, 3.182, -3.689)
H (-2.104, 3.172, -1.826)
H (-5.650, 1.414, -0.183)
H (-4.972, -1.708, -0.040)
H (-6.306, -0.564, 0.133)
H (-6.109, -1.855, 1.308)
H (-3.238, -1.890, 1.791)
H (-4.502, -1.831, 3.017)
H (-3.160, -0.688, 3.111)
H (-6.217, 1.230, 1.974)
H (-4.908, 1.210, 3.160)
H (-6.123, -0.072, 3.156)
N (-0.838, -5.412, 0.266)
C (-1.080, -4.646, -0.557)
C (-1.393, -3.534, -1.424)
C (-1.394, -3.566, -2.812)
C (-1.685, -2.390, -3.486)
C (-1.946, -1.240, -2.750)
N (-1.942, -1.215, -1.415)
C (-1.683, -2.342, -0.780)
H (-1.173, -4.481, -3.346)
H (-1.700, -2.363, -4.566)
H (-2.154, -0.300, -3.250)
H (-1.668, -2.315, 0.303)
Cl (5.260, 0.483, -4.940)
C (5.439, 1.906, -3.968)
C (6.084, 3.001, -4.520)
C (6.154, 4.194, -3.821)
C (5.570, 4.286, -2.569)
C (4.967, 3.171, -2.021)
Cl (4.221, 3.322, -0.442)
C (4.899, 1.940, -2.683)
N (4.264, 0.854, -2.091)
C (4.771, -0.457, -2.014)
C (6.128, -0.715, -2.160)
C (6.613, -2.011, -2.109)
C (5.748, -3.075, -1.899)
C (4.397, -2.815, -1.745)
C (3.893, -1.519, -1.794)
C (2.400, -1.313, -1.697)
C (1.923, -0.743, -0.399)
O (0.860, -1.230, 0.166)
O (2.448, 0.266, 0.102)
H (6.503, 2.915, -5.512)
H (6.650, 5.051, -4.255)
H (5.591, 5.212, -2.010)
H (3.559, 1.076, -1.399)
H (6.805, 0.114, -2.327)
H (7.673, -2.189, -2.239)
H (6.117, -4.091, -1.865)
H (3.708, -3.639, -1.590)
H (1.878, -2.255, -1.862)
H (2.074, -0.607, -2.472)

[4]
The following is a quantum chemistry calculation of a structure of composition C48H45ClIN7O4S3Y at a distorted geometry, from the OMol25 dataset.

## Properties
Frontier orbital gap (spin up / spin down) = 0.212 / 0.223 Ha
HOMO level (spin up / spin down) = -0.32788 / -0.34029 Ha
Energy = -4530.8543 Eh
LUMO (spin up / spin down) = -3.166 / -3.179 eV
Net charge = +1
ΔE to the lowest compared entry with this formula, charge and spin = 0.0 kcal per mole

Geometry (Å):
Y (-24.375, 5.450, 2.893)
C (-28.722, 5.748, 5.890)
C (-27.673, 4.705, 6.053)
N (-27.742, 4.011, 7.183)
C (-27.121, 2.824, 7.378)
C (-26.085, 2.476, 6.517)
C (-25.425, 1.088, 6.745)
O (-26.472, 0.177, 7.157)
C (-25.726, 3.358, 5.497)
C (-24.464, 3.158, 4.879)
N (-24.329, 3.049, 3.532)
C (-23.670, 1.977, 2.973)
C (-22.483, 1.490, 3.578)
C (-21.940, 0.309, 3.072)
C (-22.523, -0.362, 1.995)
C (-23.799, -0.004, 1.497)
C (-24.371, 1.181, 2.015)
I (-26.350, 1.637, 1.623)
C (-26.540, 4.438, 5.140)
O (-26.185, 5.283, 4.186)
H (-29.722, 5.245, 5.991)
H (-28.635, 6.535, 6.675)
H (-28.662, 6.183, 4.876)
H (-27.462, 2.192, 8.177)
H (-24.883, 0.765, 5.804)
H (-24.673, 1.152, 7.533)
H (-26.142, -0.500, 7.745)
H (-23.656, 2.848, 5.568)
H (-22.000, 1.981, 4.447)
H (-21.009, -0.074, 3.466)
H (-22.154, -1.325, 1.577)
H (-24.359, -0.595, 0.720)
S (-21.456, 4.713, 2.981)
C (-21.226, 3.986, 1.423)
N (-20.049, 3.525, 0.931)
N (-19.150, 3.297, 1.904)
C (-18.171, 2.350, 1.669)
C (-17.187, 1.923, 2.637)
C (-16.290, 0.982, 2.315)
C (-16.342, 0.224, 1.124)
C (-17.345, 0.513, 0.201)
C (-18.221, 1.613, 0.417)
N (-22.254, 3.776, 0.583)
N (-23.263, 4.609, 0.432)
C (-23.922, 4.294, -0.778)
C (-24.486, 5.261, -1.656)
C (-25.315, 4.844, -2.708)
C (-25.378, 3.521, -3.070)
C (-24.615, 2.615, -2.371)
C (-23.880, 2.964, -1.275)
H (-19.194, 3.852, 2.720)
H (-17.096, 2.503, 3.559)
H (-15.509, 0.609, 3.030)
H (-15.626, -0.627, 1.005)
H (-17.514, -0.114, -0.724)
H (-19.009, 1.815, -0.323)
H (-24.375, 6.299, -1.376)
H (-25.940, 5.592, -3.249)
H (-26.072, 3.229, -3.871)
H (-24.643, 1.562, -2.634)
H (-23.217, 2.251, -0.800)
O (-23.623, 7.538, 2.389)
S (-22.783, 8.786, 2.455)
C (-23.803, 10.209, 1.843)
C (-24.765, 10.151, 0.645)
C (-25.624, 8.907, 0.501)
C (-26.671, 8.730, 1.584)
S (-27.263, 7.026, 1.759)
O (-25.952, 6.108, 1.529)
C (-28.321, 6.810, 0.351)
C (-28.119, 5.872, -0.665)
C (-28.825, 5.864, -1.857)
C (-29.946, 6.709, -1.937)
C (-30.221, 7.619, -0.900)
C (-29.434, 7.633, 0.272)
C (-21.495, 8.654, 1.274)
C (-21.392, 7.488, 0.473)
C (-20.216, 7.308, -0.237)
C (-19.304, 8.341, -0.236)
C (-19.471, 9.562, 0.395)
C (-20.555, 9.679, 1.256)
H (-22.992, 10.929, 1.649)
H (-24.278, 10.674, 2.712)
H (-24.182, 10.298, -0.307)
H (-25.422, 11.016, 0.697)
H (-24.974, 7.988, 0.421)
H (-26.026, 8.889, -0.478)
H (-27.594, 9.304, 1.527)
H (-26.312, 8.851, 2.614)
H (-27.239, 5.232, -0.576)
H (-28.519, 5.219, -2.674)
H (-30.679, 6.597, -2.755)
H (-30.990, 8.381, -0.997)
H (-29.640, 8.363, 1.074)
H (-22.167, 6.714, 0.493)
H (-20.025, 6.408, -0.832)
H (-18.408, 8.271, -0.792)
H (-18.683, 10.333, 0.306)
H (-20.655, 10.586, 1.892)
Cl (-21.898, 4.952, 8.461)
C (-23.167, 5.613, 7.476)
C (-24.397, 6.113, 7.913)
C (-25.112, 7.067, 7.149)
C (-24.627, 7.226, 5.867)
N (-23.637, 6.462, 5.321)
C (-22.837, 5.829, 6.116)
H (-24.820, 5.864, 8.891)
H (-25.908, 7.700, 7.454)
H (-25.139, 7.878, 5.163)
H (-21.872, 5.552, 5.771)